Entry 1:
2 unconnected molecules or ions with the total composition C6H9NO at a distorted geometry, computed with ωB97M-V/def2-TZVPD.

Cartesian coordinates (Å):
C (-0.53, -0.66, 0.69)
C (-1.60, 0.90, -1.00)
C (-0.58, 0.63, 0.07)
N (1.51, 1.17, 1.06)
C (0.41, 1.53, 0.37)
O (-1.47, -1.59, 0.43)
C (1.32, -1.44, 0.24)
C (1.80, -2.40, -0.32)
H (-1.66, -1.61, -0.52)
H (-0.27, -0.69, 1.75)
H (2.28, 1.82, 1.04)
H (1.74, 0.11, 0.92)
H (0.39, 2.52, -0.08)
H (-1.38, 0.35, -1.92)
H (-2.61, 0.62, -0.67)
H (-1.61, 1.96, -1.26)
H (2.27, -3.23, -0.80)

For the frontier orbital gap, the calculation gives 8.76 eV. As for the multiplicity: 1. As for the charge: 0. The calculation puts the HOMO energy at -8.12 eV. The calculation puts the relative energy (zero: lowest compared OMol25 entry of this formula, charge and spin) at 4.493 eV. The LUMO energy comes out at 0.64 eV.

Results of the natural (NBO) charge analysis, in e, for atoms 1 through 6: C 0.293; C -0.627; C -0.243; N -0.792; C 0.110; O -0.654

=====

Entry 2:
2 unconnected molecules or ions with the total composition C6H9NO at a distorted geometry, computed with ωB97M-V/def2-TZVPD.

Cartesian coordinates (Å):
C (0.92, -0.38, -0.11)
C (1.35, 1.03, 0.23)
C (0.85, 2.04, -0.79)
O (-0.51, -0.49, 0.08)
H (-1.73, 0.36, 1.53)
H (1.41, -1.13, 0.53)
H (1.21, -0.64, -1.14)
H (0.97, 1.28, 1.23)
H (2.44, 1.05, 0.28)
H (1.12, 3.05, -0.49)
H (-0.23, 1.97, -0.90)
H (1.30, 1.85, -1.77)
C (-2.88, -1.38, 1.33)
C (-1.00, -1.66, -0.31)
C (-1.18, -2.80, -0.66)
N (-2.48, -0.39, 1.79)
H (-1.55, -3.77, -0.84)

For the frontier orbital gap, the calculation gives 10.44 eV. As for the multiplicity: 1. As for the charge: 0. The calculation puts the HOMO energy at -9.59 eV. The calculation puts the relative energy (zero: lowest compared OMol25 entry of this formula, charge and spin) at 4.843 eV. The LUMO energy comes out at 0.85 eV.

Results of the natural (NBO) charge analysis, in e, for atoms 1 through 6: C -0.051; C -0.419; C -0.610; O -0.540; H 0.463; H 0.188